Record 1
27
Properties=species:S:1:pos:R:3:forces:R:3:lowdin_charge:R:1 method="wB97M-V/def2-TZVPD" relative_energy_ev=2.921 e_tot_ha=-929.6870 total_charge=+1 smiles="COC1=NSN[C@@H]1N([NH3+])C(C)C" e_lumo_ha=-0.11976 orbital_gap_ev=8.398
C -1.7265 0.2530 -0.1505 -0.2683 -0.0774 0.1302 -0.44
C -0.9805 -0.3525 -1.2841 1.8038 -1.1657 1.4159 -0.28
C 1.2225 -0.2940 1.5517 1.5945 -3.3219 -0.8649 -0.01
C 2.5417 -1.3628 -0.3026 1.5003 0.5242 1.5185 -0.05
C -2.3572 2.1741 0.9460 -3.6868 -2.6461 1.8359 -0.06
C 1.1269 -1.0775 0.2109 2.1378 1.9580 0.5345 -0.36
N -2.5030 -0.4836 0.5251 -0.0663 0.7163 0.5794 -0.23
N -1.4375 -1.6862 -1.2932 -1.2067 0.2470 0.2429 -0.22
N 0.5461 -0.3247 -0.9052 -2.4640 0.8715 -2.2667 -0.07
N 0.9746 1.0699 -0.9977 -1.8843 0.5814 2.8639 0.21
O -1.3746 1.5450 0.1528 -0.8618 -1.2278 -0.4437 -0.12
S -2.5928 -2.0552 0.0512 1.3255 0.8216 -1.3700 0.97
H -0.9893 0.2000 -2.2316 -0.2815 -0.1080 -0.0157 0.16
H 0.6627 0.5322 1.4828 -2.8678 2.7845 0.6071 0.02
H 1.0143 -1.0183 2.3271 -0.4890 0.4931 0.5126 0.10
H 2.2006 0.0750 1.7327 1.2165 0.1155 0.0556 0.08
H 2.5473 -1.7619 -1.2789 -0.1370 -0.4986 -1.1406 0.06
H 3.1725 -2.0399 0.3296 -0.7323 0.6607 -0.2382 0.11
H 3.1255 -0.3712 -0.3378 -0.6139 -1.3442 0.0662 0.10
H -2.5727 1.6317 1.9850 0.8195 0.9801 -2.2906 0.15
H -3.3903 2.2244 0.4350 1.7370 -0.2361 0.4683 0.13
H -2.0315 3.1165 1.1179 1.0173 2.8977 0.5901 0.05
H 0.5444 -1.9306 0.4504 -0.6943 -0.8785 -0.6915 0.12
H -0.8573 -2.3959 -1.6808 0.2090 -0.4982 -0.2086 0.09
H 1.9380 0.9847 -0.7874 1.6687 0.7290 -0.4795 0.12
H 0.6770 1.6371 -1.7921 0.6006 -1.0287 -1.0311 0.18
H 0.5190 1.7105 -0.2561 0.6234 -1.3492 -0.3800 0.18

Record 2
18
Properties=species:S:1:pos:R:3:forces:R:3:lowdin_charge:R:1 method="wB97M-V/def2-TZVPD" relative_energy_ev=5.597 e_tot_ha=-364.1416 total_charge=+1 smiles="C=[NH+]/C=C/CCC=O" e_lumo_ha=-0.24039 orbital_gap_ev=6.906
O 0.6450 -1.6568 1.9219 0.5369 0.0153 -0.2547 0.06
C -0.4939 -1.7232 1.5484 0.1016 0.0049 0.4666 -0.25
C -0.9154 -1.4539 0.1217 -1.5035 -2.7032 0.4537 -0.14
C 0.2806 -1.5615 -0.9080 -0.6655 2.2906 1.4210 -0.09
C 0.7212 -0.1736 -0.5981 0.9568 0.7437 -2.3970 -0.04
C 0.1322 0.8947 -1.2085 3.5074 -0.5705 -0.2719 -0.10
N 0.3069 2.1769 -0.6175 -3.9691 -0.2822 4.6702 0.03
C 0.5581 2.6855 0.6316 3.3681 0.4342 -4.4861 0.17
H -1.2579 -1.9057 2.3312 -0.3455 -0.0325 -0.5404 0.14
H -1.6923 -2.1837 -0.1655 0.3676 -0.3572 0.2044 0.14
H -1.6106 -0.6192 0.2613 0.6881 0.7707 -0.8075 0.12
H 0.9678 -2.3251 -0.5643 0.0048 -0.0439 -0.1019 0.13
H -0.0167 -1.6325 -1.9499 -0.2920 -0.3110 0.1020 0.13
H 1.5600 0.0458 0.0508 -0.5422 -0.3475 0.9029 0.14
H -0.1186 0.9925 -2.2557 -1.0889 -0.4104 0.2377 0.14
H -0.6708 2.2792 -0.1681 -0.8912 0.7354 -2.5625 0.17
H 0.0234 3.6270 0.5984 0.1263 0.2437 1.6111 0.12
H 1.5810 2.5337 0.9704 -0.3597 -0.1800 1.3524 0.12

Record 3
56
Properties=species:S:1:pos:R:3:forces:R:3:lowdin_charge:R:1 method="wB97M-V/def2-TZVPD" relative_energy_ev=0.054 e_tot_ha=-1555.9501 total_charge=+2 e_lumo_ha="-0.31490 / -0.27626" spin_multiplicity=2 orbital_gap_ev="5.909 / 6.981"
Re -0.3282 0.7755 1.0511 -0.0822 -0.2110 -0.1742 1.61
O 2.6430 2.4731 -1.0160 0.0206 0.0063 -0.0865 0.18
C 1.9872 2.0799 -0.1013 0.0568 0.1240 -0.0626 -0.38
N 0.5615 2.1361 0.0031 0.0694 0.8401 -0.5456 -0.06
C -0.1861 3.2039 -0.5202 0.8477 -0.6388 0.1676 -0.19
C 0.2731 4.2215 -1.3545 0.0233 0.4127 -0.2984 0.02
C -0.6290 5.1852 -1.7515 0.4296 -0.0914 -0.0670 -0.03
C -1.9613 5.1448 -1.3308 -0.1411 0.0563 -0.0017 -0.02
C -2.4241 4.1518 -0.4975 0.1557 -0.3166 0.1782 0.03
C -1.5120 3.1750 -0.0804 -0.8755 -0.0368 0.3035 -0.18
N -1.7448 2.0882 0.7770 -0.5481 0.0526 0.0967 -0.07
C -3.0042 1.7979 1.3464 0.1522 0.2561 0.0550 -0.40
O -3.9497 2.5274 1.3693 -0.1071 0.0455 -0.0647 0.17
C -3.0498 0.4229 1.9534 0.0084 -0.1804 0.0103 -0.17
C -4.1972 -0.0241 2.5658 0.0244 -0.0432 0.0024 0.05
C -4.2104 -1.3150 3.0811 -0.0149 0.0111 0.0020 0.03
C -3.0799 -2.1128 2.9592 -0.0623 -0.0106 0.0120 0.00
C -1.9636 -1.6062 2.3289 0.0388 0.1529 -0.0283 -0.09
N -1.9395 -0.3500 1.8365 -0.1510 -0.1615 0.1574 -0.08
C 2.5399 1.4451 1.1320 0.0447 0.0197 -0.0458 -0.19
C 3.8713 1.4490 1.4613 0.0483 -0.0332 0.0872 0.06
C 4.2433 0.8633 2.6727 0.0709 0.0537 -0.0755 0.02
C 3.2731 0.3068 3.4834 -0.0912 -0.0189 0.0412 0.00
C 1.9458 0.3384 3.0740 0.1258 0.0222 -0.0036 -0.07
N 1.5972 0.8980 1.9153 -0.1201 -0.2552 0.2978 -0.09
H 1.2975 4.2411 -1.6903 -0.0025 0.0312 -0.0191 0.12
H -0.3042 5.9848 -2.4024 0.0324 -0.0113 0.0002 0.13
H -2.6438 5.9166 -1.6590 -0.0068 0.0082 -0.0020 0.13
H -3.4460 4.1398 -0.1623 -0.0437 -0.0291 0.0362 0.11
H -5.0505 0.6373 2.6226 -0.0040 -0.0079 0.0068 0.14
H -5.0980 -1.6957 3.5692 0.0125 -0.0014 -0.0006 0.14
H -3.0625 -3.1211 3.3473 0.0039 -0.0017 -0.0043 0.13
H -1.0579 -2.1842 2.2041 -0.0023 -0.0078 0.0046 0.09
H 4.5873 1.9089 0.7940 -0.0049 -0.0008 -0.0025 0.14
H 5.2812 0.8561 2.9779 -0.0067 -0.0018 -0.0076 0.13
H 3.5232 -0.1454 4.4326 0.0076 0.0036 -0.0075 0.13
H 1.1514 -0.0823 3.6761 0.0018 -0.0075 -0.0060 0.12
C 0.0563 -2.6339 -3.9110 -0.0473 0.0251 0.0012 -0.07
C 0.9861 -3.6618 -3.2770 0.0492 -0.0344 -0.0347 -0.41
C 0.2125 -4.7157 -2.4930 -0.0211 0.0069 0.0298 -0.06
C 2.0757 -3.0031 -2.4323 -0.0137 0.0872 0.1330 -0.08
N 1.5218 -2.2782 -1.2665 -0.0270 -0.0462 -0.1018 -0.06
C 1.0045 -1.0595 -1.1919 -0.0046 0.0091 0.1375 -0.08
N 0.5958 -0.8862 0.0557 0.1462 -0.0219 -0.0414 -0.14
N 0.8782 -2.0296 0.7271 -0.1033 0.0506 -0.0239 0.01
N 1.4226 -2.8614 -0.0663 0.1191 -0.0452 0.0023 0.12
H -0.6195 -3.1198 -4.6132 0.0055 -0.0033 0.0005 0.09
H 0.6028 -1.8649 -4.4615 0.0099 -0.0084 0.0032 0.09
H -0.5762 -2.1491 -3.1598 0.0046 -0.0015 -0.0096 0.07
H 1.5406 -4.1603 -4.0773 -0.0018 -0.0012 0.0037 0.15
H -0.3800 -4.2602 -1.6944 -0.0023 -0.0071 -0.0005 0.07
H 0.8712 -5.4585 -2.0423 0.0126 0.0126 -0.0115 0.09
H -0.4817 -5.2372 -3.1505 0.0056 0.0027 -0.0052 0.09
H 2.6456 -2.2704 -3.0026 -0.0117 -0.0136 -0.0328 0.14
H 2.7650 -3.7307 -2.0092 -0.0199 -0.0298 -0.0189 0.14
H 0.9455 -0.3514 -2.0023 -0.0104 -0.0108 0.0135 0.16